Below is an isolated ion of composition CHN2O3P and charge -2, with properties calculated with ωB97M-V/def2-TZVPD.

```
8
Properties=species:S:1:pos:R:3:forces:R:3
O -2.009 0.805 0.200 0.38 0.32 -0.40
P -1.618 -0.145 1.315 -1.53 0.69 1.40
O -1.571 -1.590 0.946 0.44 -1.54 -0.63
O -2.357 0.114 2.621 0.19 0.31 0.63
C 0.194 0.294 1.610 -0.12 -2.15 1.56
N 0.954 -0.132 0.353 -0.31 2.67 1.08
N 0.662 1.075 0.573 2.20 -0.25 -2.90
H 0.881 0.299 2.523 -1.24 -0.06 -0.75
```
Forces are in eV/Å.

Output
- Net charge: -2
- Kohn-Sham gap: 6.6 eV
- Energy above the lowest of the compared OMol25 structures with the same formula, charge and spin: 3.5921 eV
- SMILES: O=P([O-])([O-])C1N=N1
- Total energy: -19463.07862 eV

natural (NBO) atomic charge list, values in e, 4 entries: atom 1 (O): -1.25, atom 2 (P): 2.35, atom 3 (O): -1.25, atom 4 (O): -1.28

Below is an isolated ion of composition CHN2O3S2 and charge -1, with properties calculated with ωB97M-V/def2-TZVPD.

```
9
Properties=species:S:1:pos:R:3:forces:R:3
C 0.090 1.761 2.141 0.11 2.72 0.58
N -0.038 1.193 1.109 0.15 -0.37 -0.83
N -0.037 -0.104 0.745 -1.63 -1.81 -4.27
O 0.191 2.683 2.879 0.13 -0.59 0.83
O 0.736 -3.159 -0.950 -1.09 -1.95 0.06
O 1.040 -1.011 -2.034 0.34 -0.44 0.49
S 1.405 -1.022 0.997 0.58 0.07 0.32
S 1.636 -2.080 -1.193 0.36 2.48 -0.47
H -0.295 -0.120 -0.371 1.05 -0.11 3.29
```
Forces are in eV/Å.

Output
- Net charge: -1
- Kohn-Sham gap: 7.2 eV
- Energy above the lowest of the compared OMol25 structures with the same formula, charge and spin: 0.4013 eV
- Total energy: -31845.98786 eV

natural (NBO) atomic charge list, values in e, 4 entries: atom 1 (C): 0.79, atom 2 (N): -0.36, atom 3 (N): -0.61, atom 4 (O): -0.57

Below is an isolated ion of composition CHN2O4 and charge -1, with properties calculated with ωB97M-V/def2-TZVPD.

```
8
Properties=species:S:1:pos:R:3:forces:R:3
O -1.550 0.623 1.023 -0.20 0.86 1.63
C -1.442 0.030 0.003 0.36 -0.67 -1.27
O -2.103 -0.326 -0.953 0.01 -0.13 -0.14
N 0.131 -0.465 -0.274 -1.06 -0.60 -1.88
N 1.178 0.050 0.300 1.02 -1.96 4.55
O 1.429 -0.305 1.481 -0.60 0.93 -0.89
O 1.951 0.700 -0.343 1.63 1.69 -1.47
H 0.406 -0.307 -1.236 -1.15 -0.12 -0.53
```
Forces are in eV/Å.

Output
- Net charge: -1
- Kohn-Sham gap: 9.9 eV
- Energy above the lowest of the compared OMol25 structures with the same formula, charge and spin: 0.3238 eV
- SMILES: O=C([O-])N[N+](=O)[O-]
- Total energy: -12222.20166 eV

natural (NBO) atomic charge list, values in e, 4 entries: atom 1 (O): -0.67, atom 2 (C): 0.93, atom 3 (O): -0.72, atom 4 (N): -0.56

Below is a 2-piece molecular cluster, CHN3O overall, with properties calculated with ωB97M-V/def2-TZVPD.

```
6
Properties=species:S:1:pos:R:3:forces:R:3
C 2.487 -0.342 0.053 1.47 -2.26 -1.52
N 3.590 -0.692 -0.019 -0.47 0.63 0.41
N 0.201 -0.686 -0.016 0.47 -2.77 0.27
N 1.217 -0.040 -0.017 -0.80 4.35 1.45
O 1.349 2.071 0.003 -0.19 -1.11 0.05
H -0.595 -0.156 0.308 -0.48 1.16 -0.65
```
Forces are in eV/Å.

Output
- Net charge: 0
- Kohn-Sham gap (spin up / spin down): 8.3 / 8.4 eV
- Energy above the lowest of the compared OMol25 structures with the same formula, charge and spin: 9.1805 eV
- Total energy: -7562.59289 eV

natural (NBO) atomic charge list, values in e, 4 entries: atom 1 (C): 0.36, atom 2 (N): -0.21, atom 3 (N): -0.17, atom 4 (N): -0.07

Below is a single CHN3O molecule, with properties calculated with ωB97M-V/def2-TZVPD.

```
6
Properties=species:S:1:pos:R:3:forces:R:3
O -0.606 -0.529 -1.433 -1.16 -0.90 -1.00
C 0.173 0.128 -0.850 0.85 0.69 0.09
N 0.348 0.267 0.530 2.27 1.36 1.59
N -0.188 -0.807 1.460 -0.69 0.13 -0.20
N -0.766 0.213 1.594 -0.23 -0.72 -0.77
H 1.039 0.728 -1.300 -1.04 -0.56 0.30
```
Forces are in eV/Å.

Output
- Net charge: 0
- Kohn-Sham gap: 10.6 eV
- Energy above the lowest of the compared OMol25 structures with the same formula, charge and spin: 5.0418 eV
- SMILES: O=CN1N=N1
- Total energy: -7566.73158 eV

natural (NBO) atomic charge list, values in e, 4 entries: atom 1 (O): -0.50, atom 2 (C): 0.51, atom 3 (N): -0.39, atom 4 (N): 0.11

Below is a single CHN3O2 molecule, with properties calculated with ωB97M-V/def2-TZVPD.

```
7
Properties=species:S:1:pos:R:3:forces:R:3
O 1.607 -0.150 -0.022 2.50 -0.36 -0.43
C 0.324 -0.090 -0.137 -1.16 -1.04 1.92
N -0.450 1.052 -0.062 -1.49 -1.98 -0.14
N -1.697 0.618 0.013 4.20 -1.21 -0.64
O -1.547 -0.762 -0.029 -5.99 -0.29 0.62
N -0.374 -1.280 -0.013 2.76 4.63 -1.16
H 2.137 0.611 0.249 -0.83 0.25 -0.17
```
Forces are in eV/Å.

Output
- Net charge: 0
- Kohn-Sham gap: 10.3 eV
- Energy above the lowest of the compared OMol25 structures with the same formula, charge and spin: 2.8265 eV
- SMILES: Oc1nnon1
- Total energy: -9614.57965 eV

natural (NBO) atomic charge list, values in e, 4 entries: atom 1 (O): -0.65, atom 2 (C): 0.51, atom 3 (N): -0.29, atom 4 (N): 0.13

Below is a single CHN3O2S molecule, with properties calculated with ωB97M-V/def2-TZVPD.

```
8
Properties=species:S:1:pos:R:3:forces:R:3
S -2.371 0.149 -0.005 -0.39 -0.45 -0.02
N -0.989 -0.843 -0.030 1.51 1.39 -0.10
C 0.173 -0.332 -0.015 -1.63 -0.06 0.68
O 1.288 -1.071 0.051 0.70 -1.16 -0.20
N 2.372 -0.237 -0.031 -0.21 0.93 -0.16
N 1.993 0.937 -0.051 0.16 -0.72 0.34
O 0.608 0.972 0.068 -0.52 -0.06 -0.54
H -1.894 1.399 -0.003 0.38 0.13 0.00
```
Forces are in eV/Å.

Output
- Net charge: 0
- Kohn-Sham gap: 9.2 eV
- Energy above the lowest of the compared OMol25 structures with the same formula, charge and spin: 3.4415 eV
- SMILES: SN=c1onno1
- Total energy: -20449.63274 eV

natural (NBO) atomic charge list, values in e, 4 entries: atom 1 (S): 0.21, atom 2 (N): -0.62, atom 3 (C): 0.70, atom 4 (O): -0.30

Below is a single CHN3O6S molecule, with properties calculated with ωB97M-V/def2-TZVPD.

```
12
Properties=species:S:1:pos:R:3:forces:R:3
N -3.267 -0.615 -0.573 2.65 0.30 1.38
C -2.182 -0.493 -0.136 -1.79 -0.39 -1.32
N -0.869 -0.256 0.115 -0.25 1.34 -1.25
N -0.164 -0.887 1.117 -0.06 -0.78 -0.40
O -0.696 -1.807 1.638 -0.66 -0.70 0.83
O 0.960 -0.491 1.277 0.25 0.13 0.83
S 0.024 1.087 -0.683 2.38 -1.93 1.39
O -0.671 1.351 -1.864 -0.57 0.14 -0.84
O 0.259 1.993 0.387 0.38 -0.11 -0.95
O 1.480 0.054 -1.208 -2.59 1.37 0.62
O 2.648 0.236 -0.498 0.09 -0.08 1.90
H 2.476 -0.172 0.431 0.19 0.71 -2.19
```
Forces are in eV/Å.

Output
- Net charge: 0
- Kohn-Sham gap: 10.6 eV
- SMILES: N#CN([N+](=O)[O-])S(=O)(=O)OO
- Total energy: -28634.20481 eV

natural (NBO) atomic charge list, values in e, 4 entries: atom 1 (N): -0.23, atom 2 (C): 0.38, atom 3 (N): -0.55, atom 4 (N): 0.67

Calculated max |F|, 3.65 4.92 5.06 4.66 3.09 6.03 2.05 3.36 eV Å⁻¹ (same order as the records).